ORCA calculation (ωB97M-V/def2-TZVPD) on a cluster of 10 separate species, C43H103F12N11O5P2 in total at a distorted geometry.

E_LUMO: -0.3964 hartree
maximum force: 3.44 eV Å⁻¹
E: -4557.91784 Ha

The geometry in ORCA input format:
```
! RIJCOSX wB97M-V def2-TZVPD def2/J DEFGRID3
* xyz 6 1
C -3.037 -1.187 5.222
N -2.269 -1.934 4.143
C -0.856 -1.358 4.049
C -2.193 -3.373 4.516
C -2.928 -1.812 2.757
C -3.613 -0.447 2.428
O -2.661 0.534 2.167
H -2.844 -0.120 5.186
H -2.838 -1.654 6.185
H -4.100 -1.388 5.090
H -0.422 -1.836 3.173
H -0.424 -1.573 5.022
H -0.959 -0.296 3.840
H -3.221 -3.730 4.626
H -1.735 -3.451 5.499
H -1.822 -4.044 3.742
H -3.567 -2.695 2.749
H -2.207 -2.004 1.960
H -4.266 -0.210 3.270
H -4.393 -0.673 1.699
H -2.121 0.417 1.369
C -0.323 -6.501 -1.426
N -0.778 -5.957 -2.782
C 0.406 -5.725 -3.679
C -1.704 -7.011 -3.346
C -1.624 -4.666 -2.639
C -1.028 -3.659 -1.636
O 0.250 -3.255 -2.076
H -0.021 -7.531 -1.593
H -1.244 -6.549 -0.842
H 0.331 -5.778 -0.945
H 0.144 -5.211 -4.600
H 0.822 -6.692 -3.963
H 1.164 -5.243 -3.067
H -1.163 -7.817 -3.835
H -2.185 -6.481 -4.175
H -2.530 -7.308 -2.707
H -2.675 -4.950 -2.563
H -1.664 -4.299 -3.668
H -1.046 -4.148 -0.655
H -1.645 -2.763 -1.508
H 0.217 -2.343 -1.740
C -0.024 3.186 3.507
N 1.267 3.773 3.946
C 2.037 4.246 2.695
C 1.105 4.956 4.890
C 2.093 2.730 4.710
C 3.359 3.182 5.465
O 4.080 4.128 4.690
H -0.483 3.993 2.933
H -0.706 2.984 4.331
H 0.178 2.353 2.839
H 3.082 3.952 2.728
H 1.972 5.332 2.716
H 1.586 3.872 1.778
H 0.540 4.572 5.739
H 0.525 5.742 4.414
H 2.106 5.224 5.210
H 2.307 1.934 3.994
H 1.317 2.308 5.350
H 3.891 2.315 5.866
H 3.092 3.617 6.434
H 4.888 4.385 5.152
C -1.398 0.394 -4.072
N -2.055 1.621 -4.691
C -3.386 1.322 -5.295
C -2.236 2.640 -3.604
C -1.138 2.168 -5.797
C -0.498 1.237 -6.795
O -1.385 0.243 -7.321
H -1.745 0.233 -3.054
H -0.316 0.478 -4.056
H -1.737 -0.438 -4.688
H -3.401 0.475 -5.977
H -3.701 2.206 -5.845
H -4.083 1.116 -4.483
H -2.952 2.256 -2.881
H -2.665 3.535 -4.055
H -1.297 2.896 -3.123
H -0.397 2.739 -5.231
H -1.592 3.016 -6.317
H 0.366 0.770 -6.310
H -0.075 1.672 -7.701
H -0.992 -0.632 -7.382
C 2.520 -0.607 -3.293
N 3.523 -1.724 -2.919
C 4.874 -1.313 -3.474
C 3.501 -1.926 -1.383
C 2.914 -2.873 -3.739
C 3.981 -3.959 -4.020
O 4.725 -4.437 -2.944
H 2.861 0.324 -2.849
H 1.534 -0.968 -3.021
H 2.622 -0.641 -4.376
H 5.098 -0.326 -3.083
H 4.792 -1.430 -4.553
H 5.646 -2.030 -3.198
H 3.646 -3.003 -1.293
H 2.446 -1.805 -1.163
H 4.349 -1.424 -0.933
H 2.522 -2.532 -4.696
H 2.021 -3.342 -3.326
H 4.641 -3.711 -4.857
H 3.364 -4.786 -4.399
H 5.303 -5.142 -3.258
C 4.490 -3.420 5.617
C 3.928 -2.000 5.771
N 4.445 -1.084 4.764
C 5.546 -0.251 4.929
C 5.778 0.315 3.683
N 4.764 -0.084 2.851
C 3.991 -0.952 3.529
C 4.541 0.331 1.484
H 4.659 -3.934 6.566
H 5.504 -3.520 5.227
H 3.770 -4.008 5.052
H 4.112 -1.590 6.764
H 2.842 -2.091 5.768
H 6.064 -0.181 5.871
H 6.576 0.990 3.419
H 3.222 -1.588 3.112
H 5.312 -0.008 0.792
H 4.663 1.415 1.536
H 3.557 0.043 1.127
C -4.750 -0.501 -0.890
C -6.190 -0.392 -1.309
N -7.093 -0.268 -0.160
C -7.200 -1.180 0.853
C -8.306 -0.906 1.574
N -8.819 0.281 1.080
C -8.021 0.693 0.096
C -10.005 0.933 1.681
H -4.535 -1.533 -0.601
H -4.449 0.169 -0.089
H -4.088 -0.327 -1.740
H -6.559 -1.254 -1.868
H -6.338 0.424 -2.016
H -6.524 -2.017 0.913
H -8.778 -1.429 2.390
H -8.130 1.642 -0.405
H -10.418 1.671 0.997
H -9.679 1.352 2.628
H -10.771 0.163 1.750
C 0.393 9.374 -1.407
C 1.344 8.647 -0.459
N 1.780 7.410 -1.174
C 2.808 7.409 -2.090
C 2.953 6.125 -2.534
N 1.937 5.401 -1.948
C 1.312 6.145 -1.015
C 1.698 4.000 -2.213
H 0.861 9.644 -2.353
H 0.063 10.302 -0.939
H -0.515 8.821 -1.649
H 0.897 8.310 0.475
H 2.254 9.184 -0.200
H 3.365 8.326 -2.205
H 3.589 5.742 -3.314
H 0.508 5.874 -0.351
H 0.714 3.927 -2.674
H 1.831 3.432 -1.293
H 2.377 3.523 -2.917
P 0.123 0.743 -0.299
F 0.468 -0.715 -0.883
F 0.179 1.381 -1.797
F -1.468 0.473 -0.627
F -0.272 2.189 0.377
F 0.081 0.057 1.149
F 1.672 1.116 -0.089
P 1.760 -3.858 1.465
F 2.440 -5.221 2.031
F 1.801 -4.542 -0.031
F 0.243 -4.477 1.748
F 0.901 -2.574 1.032
F 1.907 -3.283 3.006
F 3.249 -3.142 1.249
*
```

=====

ORCA calculation (ωB97M-V/def2-TZVPD) on a structure of composition C43H108AlAsF6N8O9 at a distorted geometry.

E_LUMO: -0.3892 hartree
maximum force: 3.66 eV Å⁻¹
E: -5894.59921 Ha
relative energy (zero: lowest compared OMol25 entry of this formula, charge and spin): 0.000 eV

The geometry in ORCA input format:
```
! RIJCOSX wB97M-V def2-TZVPD def2/J DEFGRID3
* xyz 2 1
Al 5.848 5.329 0.713
As -0.782 1.329 -0.331
F -2.050 0.025 -0.572
F -1.134 2.145 -1.818
F 0.606 2.461 -0.153
F -0.429 0.747 1.299
F 0.437 0.233 -1.163
F -1.832 2.598 0.458
C -6.262 1.157 -9.948
C -5.196 0.126 -9.666
C -4.245 0.729 -8.616
C -3.215 -0.309 -8.099
C -4.046 -1.400 -7.396
C -5.122 -2.130 -8.315
N -5.830 -1.113 -9.124
O -6.848 -1.611 -9.910
C -4.262 -3.074 -9.186
C -6.022 -2.964 -7.347
C -4.460 -0.084 -10.918
H -6.811 1.409 -9.041
H -7.013 0.756 -10.629
H -5.725 2.020 -10.341
H -3.542 1.413 -9.091
H -4.728 1.295 -7.820
H -2.532 0.112 -7.361
H -2.612 -0.644 -8.943
H -4.629 -1.127 -6.516
H -3.312 -2.070 -6.947
H -3.621 -2.548 -9.893
H -3.615 -3.691 -8.563
H -4.910 -3.803 -9.672
H -6.624 -3.564 -8.030
H -5.349 -3.656 -6.841
H -6.598 -2.418 -6.601
H -5.134 -0.654 -11.557
H -3.548 -0.647 -10.720
H -4.267 0.875 -11.398
H -7.595 -1.220 -9.451
C 2.363 -7.448 -3.815
C 2.337 -7.858 -2.321
C 1.142 -7.040 -1.660
C -0.262 -7.471 -2.189
C -0.478 -8.977 -1.873
C 0.718 -9.905 -2.405
N 2.030 -9.312 -2.115
O 2.992 -10.163 -2.418
C 0.432 -11.240 -1.782
C 0.431 -10.054 -3.954
C 3.595 -7.461 -1.481
H 1.439 -7.780 -4.290
H 3.184 -8.035 -4.228
H 2.577 -6.384 -3.911
H 1.152 -7.266 -0.593
H 1.212 -5.966 -1.832
H -0.430 -7.139 -3.214
H -1.088 -7.041 -1.623
H -1.374 -9.358 -2.363
H -0.594 -9.128 -0.800
H -0.640 -11.441 -1.794
H 0.849 -12.087 -2.326
H 0.804 -11.255 -0.757
H -0.140 -9.195 -4.306
H 1.378 -10.252 -4.456
H -0.086 -10.999 -4.116
H 4.336 -8.245 -1.324
H 3.274 -7.263 -0.458
H 4.222 -6.681 -1.913
H 3.508 -10.058 -1.616
C -4.718 7.150 -3.118
O -4.943 6.414 -1.905
H -5.367 8.014 -2.981
H -3.680 7.467 -3.207
H -5.020 6.635 -4.030
H -4.796 5.488 -2.112
C 4.942 10.630 6.049
C 4.520 9.753 4.961
C 3.462 10.232 4.017
O 3.083 9.204 3.210
C 1.806 9.380 2.709
N 5.715 9.527 4.049
H 5.584 10.364 6.888
H 4.036 10.968 6.551
H 5.485 11.491 5.657
H 4.156 8.787 5.311
H 3.734 11.176 3.544
H 2.641 10.509 4.678
H 1.594 8.444 2.194
H 1.628 10.280 2.121
H 0.987 9.465 3.424
H 6.429 9.770 4.721
H 5.770 10.401 3.546
C 0.298 3.895 6.704
C 1.776 3.910 6.847
C 2.265 2.837 7.945
O 3.619 2.878 8.233
C 3.880 3.918 9.139
N 2.388 3.526 5.619
H -0.016 4.305 7.663
H -0.099 2.883 6.626
H -0.013 4.485 5.842
H 1.987 4.899 7.256
H 2.275 1.888 7.410
H 1.527 2.747 8.743
H 4.963 3.819 9.213
H 3.492 3.801 10.151
H 3.713 4.926 8.760
H 1.765 2.808 5.278
H 3.053 2.848 5.963
C 4.477 2.783 -6.217
C 4.623 3.800 -5.095
C 3.578 4.949 -5.073
O 3.742 5.858 -3.990
C 2.936 7.009 -4.204
N 4.608 3.141 -3.818
H 3.685 2.110 -5.889
H 5.313 2.087 -6.284
H 4.219 3.235 -7.175
H 5.666 4.104 -5.176
H 2.559 4.576 -4.970
H 3.668 5.492 -6.014
H 3.317 7.750 -3.500
H 1.886 6.815 -3.986
H 3.031 7.358 -5.232
H 5.131 2.285 -3.698
H 3.758 2.606 -3.921
C 9.511 1.257 5.823
C 8.477 1.562 4.687
C 7.512 0.374 4.438
O 6.797 0.656 3.251
C 6.248 -0.527 2.711
N 7.597 2.666 4.986
H 10.268 2.037 5.911
H 9.832 0.229 5.657
H 8.983 1.204 6.775
H 9.002 1.719 3.745
H 6.826 0.147 5.255
H 8.204 -0.461 4.332
H 5.643 -0.512 1.804
H 5.473 -0.887 3.388
H 6.975 -1.298 2.456
H 8.025 3.426 5.494
H 6.999 2.334 5.729
C -1.761 -4.054 7.412
C -1.960 -5.521 7.339
C -0.670 -6.354 7.643
O -0.734 -7.709 7.760
C -1.292 -8.372 6.625
N -3.024 -5.968 8.190
H -1.283 -3.677 6.508
H -1.126 -3.648 8.200
H -2.695 -3.543 7.647
H -2.366 -5.711 6.346
H -0.249 -6.054 8.603
H 0.190 -6.187 6.994
H -0.630 -8.196 5.777
H -2.314 -8.075 6.392
H -1.460 -9.438 6.780
H -2.807 -5.823 9.166
H -3.202 -6.949 8.026
C -7.558 1.669 4.400
C -8.470 1.790 3.173
C -7.729 1.223 1.934
O -8.489 1.133 0.774
C -7.871 0.533 -0.356
N -9.763 1.172 3.327
H -6.993 0.739 4.471
H -8.145 1.874 5.296
H -6.783 2.433 4.454
H -8.613 2.864 3.062
H -7.482 0.174 2.093
H -6.743 1.651 1.752
H -6.868 0.932 -0.508
H -8.315 0.627 -1.347
H -7.602 -0.512 -0.203
H -9.599 0.203 3.562
H -9.954 1.437 4.282
*
```